Entry 1:
C10H15ClO | ωB97M-V/def2-TZVPD

Results
* energy above the lowest of the compared OMol25 structures with the same formula, charge and spin: 27.75 kcal per mole
* HOMO (alpha / beta): -0.2853 / -0.2690 Ha
* Kohn-Sham gap (alpha / beta): 8.3 / 7.7 eV
* maximum force: 4.0 eV Å⁻¹

Last column: Löwdin charge in e.
Geometry (Å):
Cl (2.78, 0.25, 0.34)  0.750
O (-1.83, 2.10, 1.59)  0.099
C (0.59, 0.70, -1.29)  -0.417
C (-0.92, 0.49, -1.56)  -0.134
C (-1.25, -0.23, 0.90)  -0.205
C (1.04, 2.12, -1.60)  -0.102
C (-1.07, 1.23, 1.23)  -0.102
C (0.66, -0.90, 2.36)  -0.080
C (0.26, -0.74, 0.92)  -0.555
C (1.10, 0.22, 0.08)  -0.609
C (0.53, -2.12, 0.23)  -0.064
C (-1.82, -0.29, -0.55)  -0.120
H (0.68, 2.77, -0.79)  0.079
H (0.26, -2.21, -0.91)  0.115
H (-1.25, 1.64, -1.62)  0.148
H (-2.01, -1.26, -0.87)  0.087
H (0.09, -3.04, 0.68)  0.079
H (1.26, -0.04, -1.87)  0.145
H (-2.73, 0.27, -0.49)  0.109
H (0.60, 2.29, -2.61)  0.089
H (1.66, -2.37, 0.36)  0.099
H (0.32, -0.01, 2.97)  0.111
H (-1.99, -0.73, 1.51)  0.151
H (2.14, 2.41, -1.74)  0.089
H (-1.03, 0.23, -2.57)  0.088
H (0.18, -1.76, 2.72)  0.062
H (1.76, -1.02, 2.58)  0.086



Entry 2:
C20H21F11I2N3O7S3V | ωB97M-V/def2-TZVPD

Results
* energy above the lowest of the compared OMol25 structures with the same formula, charge and spin: 43.04 kcal per mole
* HOMO (alpha / beta): -0.2059 / -0.1898 Ha
* Kohn-Sham gap (alpha / beta): 7.3 / 6.8 eV
* charge: -1
* maximum force: 3.2 eV Å⁻¹
* multiplicity: 2

Last column: Löwdin charge in e.
Geometry (Å):
I (-2.57, -3.20, 0.16)  1.092
I (-5.95, -2.56, -0.67)  0.708
V (-0.92, -1.02, 0.26)  0.493
S (-0.85, 1.47, 1.31)  0.607
S (2.08, 3.39, -4.68)  0.405
S (-3.51, 1.06, 0.72)  0.614
F (-5.06, 3.24, 0.41)  0.148
F (-3.19, -1.46, 5.10)  0.109
F (-1.43, -0.26, 4.78)  0.103
F (-2.44, -0.77, 2.35)  -0.184
F (-3.23, 3.27, -0.75)  0.134
F (-0.57, 3.95, 2.34)  0.150
F (-4.87, 2.02, -1.35)  0.138
F (-1.25, -2.34, 5.29)  0.111
F (-0.71, -2.10, 2.65)  -0.130
F (-0.55, 3.87, 0.19)  0.164
F (1.16, 3.17, 1.32)  0.113
O (-4.60, 0.63, 1.52)  -0.245
O (1.28, 4.60, -4.75)  -0.371
O (-0.12, 0.91, 2.41)  -0.275
O (3.31, 3.52, -3.90)  -0.383
O (-3.05, 0.13, -0.28)  -0.362
O (-0.40, 0.98, 0.03)  -0.361
O (2.25, 2.70, -5.95)  -0.367
N (-2.35, 1.80, 1.47)  -0.254
N (2.63, 0.28, 1.60)  -0.157
N (-1.06, -0.87, -1.88)  0.000
C (1.10, 2.19, -3.73)  -0.254
C (2.68, 0.54, 0.15)  0.002
C (-0.21, 2.40, -3.39)  -0.037
C (3.14, -3.70, -0.48)  -0.090
C (1.01, -0.04, -2.85)  -0.033
C (0.78, -2.17, 0.05)  -0.196
C (1.98, -3.91, -1.21)  -0.090
C (3.97, 0.45, 2.18)  -0.003
C (-0.33, 0.17, -2.52)  -0.315
C (-0.19, 3.23, 1.29)  -0.635
C (-1.97, -1.48, 4.54)  -0.614
C (-0.94, 1.39, -2.79)  -0.029
C (1.96, -2.02, 0.79)  -0.262
C (2.04, -1.07, 1.95)  -0.079
C (-2.06, -1.96, 3.10)  -0.227
C (3.11, -2.77, 0.53)  -0.066
C (1.72, 0.98, -3.46)  -0.060
C (-4.50, -2.52, 0.87)  -1.059
C (0.84, -3.17, -0.94)  -0.165
C (-4.21, 2.49, -0.29)  -0.641
H (-4.82, -3.18, 1.67)  -0.021
H (1.04, -0.88, 2.34)  0.087
H (4.64, -0.28, 1.74)  0.104
H (4.35, 1.45, 1.98)  0.107
H (3.94, 0.30, 3.26)  0.107
H (2.75, 0.88, -3.75)  0.115
H (1.68, 0.48, -0.28)  0.075
H (-0.04, -3.42, -1.52)  0.055
H (1.96, -4.65, -1.99)  0.101
H (-4.40, -1.50, 1.21)  -0.082
H (-0.66, 3.36, -3.62)  0.112
H (-0.86, -1.77, -2.32)  0.090
H (4.04, -4.27, -0.69)  0.099
H (2.64, -1.50, 2.75)  0.135
H (1.47, -1.00, -2.64)  0.107
H (-2.06, -0.67, -1.94)  0.082
H (-1.98, 1.52, -2.51)  0.104
H (3.32, -0.19, -0.33)  0.114
H (3.06, 1.55, -0.03)  0.118
H (4.00, -2.63, 1.14)  0.104
H (1.98, 0.96, 2.02)  0.139



Entry 3:
C9H11F7NO10S2 | ωB97M-V/def2-TZVPD

Results
* HOMO: -0.1902 Ha
* Kohn-Sham gap: 7.4 eV
* charge: -1
* maximum force: 7.3 eV Å⁻¹

Last column: Löwdin charge in e.
Geometry (Å):
S (1.04, -6.17, 4.05)  0.669
S (-1.45, 2.74, -3.84)  0.675
F (1.22, 5.70, 2.41)  0.003
F (0.69, 4.09, 4.09)  0.038
F (-0.76, 4.39, 2.22)  0.042
F (2.09, 0.87, 1.14)  -0.001
F (1.84, 3.88, 0.39)  0.021
F (2.89, 3.17, 2.50)  0.003
F (0.66, 1.34, 3.05)  0.022
O (-0.48, -0.34, -1.49)  -0.151
O (-0.17, 2.08, -4.61)  -0.190
O (0.37, -7.44, 3.98)  -0.254
O (-1.36, 4.18, -3.98)  -0.250
O (1.91, -5.80, 5.15)  -0.253
O (1.85, -5.93, 2.66)  -0.206
O (-1.61, 2.08, -2.57)  -0.231
O (-0.55, -1.97, 0.41)  -0.280
O (-0.07, -4.99, 3.86)  -0.201
O (-2.61, 2.20, -4.85)  -0.197
N (-0.21, 1.82, 0.72)  0.032
C (1.14, -5.01, 1.84)  -0.168
C (-1.99, 1.74, -6.06)  -0.185
C (-0.63, 1.19, -5.63)  -0.174
C (0.97, 1.74, 1.66)  -0.236
C (-1.11, 0.61, 0.80)  -0.130
C (1.59, 3.29, 1.75)  -0.082
C (0.66, 4.32, 2.63)  -0.154
C (-0.66, -0.64, -0.20)  -0.437
C (0.37, -4.12, 2.81)  -0.175
H (-0.73, 0.19, -5.19)  0.138
H (1.83, -4.44, 1.21)  0.140
H (-1.31, 0.20, 1.88)  0.123
H (-0.49, -3.63, 2.34)  0.117
H (-1.88, 2.59, -6.73)  0.127
H (0.08, 1.16, -6.46)  0.132
H (-2.18, 0.96, 0.39)  0.133
H (0.20, 1.90, -0.25)  0.140
H (0.45, -5.58, 1.20)  0.133
H (-2.61, 0.97, -6.54)  0.133
H (1.02, -3.36, 3.25)  0.135



Entry 4:
C18H21F4NO18 | ωB97M-V/def2-TZVPD

Results
* HOMO: -0.0437 Ha
* Kohn-Sham gap: 4.5 eV
* charge: -2
* maximum force: 1.0 eV Å⁻¹

Last column: Löwdin charge in e.
Geometry (Å):
F (-2.31, -2.75, -2.84)  0.082
F (1.29, 6.32, -1.45)  0.083
F (-5.65, -1.94, 3.29)  0.074
F (3.43, 2.67, -2.57)  0.032
O (-4.57, -1.00, 0.15)  0.054
O (0.18, -3.39, 3.20)  -0.065
O (-1.06, 1.03, -4.80)  0.111
O (-1.53, 0.60, -2.65)  0.059
O (0.61, -2.92, 0.35)  -0.027
O (-4.37, -0.37, 2.28)  0.116
O (-1.85, -5.18, 2.83)  -0.068
O (1.04, 0.69, -1.07)  0.088
O (2.39, 7.94, -2.58)  0.127
O (-1.50, -1.06, -4.11)  0.118
O (-3.04, 0.56, 0.71)  0.191
O (-1.93, -4.55, 0.68)  -0.064
O (-0.79, -1.20, 0.73)  -0.076
O (2.14, -0.13, 0.68)  0.218
O (4.13, 9.16, -3.34)  0.168
O (4.42, 7.02, -2.72)  0.071
O (3.37, -1.71, 3.67)  -0.068
O (3.22, 1.17, -0.88)  0.112
N (-1.88, -2.29, 2.96)  0.117
C (-1.59, -4.43, 1.87)  -0.676
C (2.85, 1.49, -2.20)  -0.307
C (-0.85, -3.08, 2.27)  -0.382
C (-5.37, -1.90, 0.91)  -0.049
C (-0.29, -2.34, 1.00)  -0.603
C (3.69, 8.14, -2.92)  -0.562
C (-1.35, 0.27, -3.93)  -0.608
C (2.13, 0.51, -0.30)  -0.500
C (-1.48, -1.68, -2.80)  -0.275
C (1.06, -2.36, 3.55)  -0.169
C (2.41, -2.41, 2.83)  -0.404
C (-3.90, -0.18, 1.00)  -0.549
C (-5.55, -1.13, 2.20)  -0.334
C (1.34, 1.59, -2.10)  -0.066
C (3.58, 6.05, -2.06)  -0.039
C (2.86, -3.82, 2.53)  -0.041
C (-1.98, -0.58, -1.91)  -0.025
C (2.20, 6.54, -2.43)  -0.311
H (3.21, 0.71, -2.87)  0.170
H (0.60, -1.37, 3.40)  0.123
H (-6.42, -0.46, 2.20)  0.161
H (-1.54, -0.62, -0.90)  0.092
H (-2.59, -2.10, 2.26)  0.046
H (3.74, 6.11, -0.98)  0.148
H (1.27, -2.45, 4.62)  0.123
H (2.74, -4.44, 3.42)  0.078
H (1.02, 2.60, -1.83)  0.147
H (2.27, -4.23, 1.72)  0.073
H (-0.47, -2.02, -2.57)  0.175
H (3.80, 5.05, -2.41)  0.122
H (-4.81, -2.83, 1.09)  0.151
H (-1.48, -1.39, 3.21)  0.061
H (0.84, 1.30, -3.02)  0.118
H (-3.06, -0.56, -1.85)  0.129
H (1.81, 6.13, -3.37)  0.175
H (2.29, -1.85, 1.92)  0.089
H (3.92, -3.80, 2.26)  0.066
H (-6.30, -2.12, 0.40)  0.131
H (3.84, -1.12, 3.08)  0.066



Entry 5:
C28H77N7O7 | ωB97M-V/def2-TZVPD

Results
* structure (SMILES): COC[C@H](C)N.COC[C@H](C)N.COC[C@H](C)N.COC[C@H](C)N.COC[C@H](C)N.COC[C@H](C)N.COC[C@H](C)N
* energy above the lowest of the compared OMol25 structures with the same formula, charge and spin: 139.68 kcal per mole
* HOMO: -0.3041 Ha
* Kohn-Sham gap: 8.8 eV
* maximum force: 3.7 eV Å⁻¹

Last column: Löwdin charge in e.
Geometry (Å):
O (7.06, -0.72, 4.43)  -0.185
O (3.20, -7.57, -4.58)  -0.209
O (-2.27, 5.72, -1.11)  -0.187
O (-6.48, 3.48, -4.86)  -0.186
O (1.29, -2.42, -1.34)  -0.187
O (-4.35, 3.38, 0.50)  -0.211
O (-0.10, -0.90, 5.11)  -0.176
N (4.66, -1.52, 2.44)  0.031
N (-2.00, 2.34, 1.59)  0.062
N (0.05, 0.79, 0.10)  0.030
N (2.29, 0.86, 4.97)  0.060
N (4.61, -8.70, -1.25)  0.022
N (0.31, 5.71, -2.32)  0.037
N (-6.28, 0.40, -4.06)  0.018
C (2.40, -3.11, -1.82)  -0.133
C (0.56, 3.46, -2.07)  -0.094
C (-1.48, 4.56, -1.02)  -0.187
C (4.02, -7.36, -3.40)  -0.138
C (2.27, -8.09, -1.63)  -0.056
C (-0.48, 4.50, -2.22)  -0.442
C (1.03, 1.18, 5.64)  -0.460
C (-4.85, 1.15, -2.42)  -0.078
C (0.53, -1.67, 4.07)  -0.101
C (-3.23, 5.61, -2.12)  -0.129
C (5.47, 0.36, 1.12)  -0.055
C (-3.12, 0.61, 2.86)  -0.042
C (-0.09, -0.53, -0.55)  -0.387
C (-3.15, 1.50, 1.68)  -0.472
C (6.29, -1.54, 5.32)  -0.118
C (6.28, 0.11, 3.57)  -0.184
C (1.33, -1.03, -1.05)  -0.150
C (0.93, 2.68, 5.75)  -0.067
C (5.82, -0.64, 2.29)  -0.390
C (-4.38, 2.38, 1.50)  -0.198
C (-6.67, 4.69, -4.11)  -0.097
C (-1.30, -0.64, -1.49)  -0.047
C (-5.40, 4.32, 0.48)  -0.083
C (3.66, -8.46, -2.32)  -0.399
C (3.52, -8.71, -5.34)  -0.133
C (-5.41, 2.62, -4.41)  -0.182
C (-0.10, 0.55, 4.87)  -0.195
C (-5.96, 1.65, -3.34)  -0.390
H (2.00, -0.90, -0.20)  0.104
H (-7.13, 0.62, -4.56)  0.068
H (3.26, -2.86, -1.21)  0.076
H (-4.70, 2.89, 2.41)  0.126
H (2.82, -8.77, -6.17)  0.088
H (0.50, -2.74, 4.25)  0.091
H (4.72, -7.97, -0.56)  0.071
H (4.47, 0.78, 1.13)  0.071
H (-3.92, 4.77, -2.05)  0.061
H (-5.33, 5.06, 1.27)  0.098
H (5.61, -2.32, 4.99)  0.076
H (-6.84, 2.08, -2.86)  0.140
H (-4.90, 2.09, -5.21)  0.123
H (0.01, 2.56, -1.77)  0.045
H (-6.34, 3.76, 0.47)  0.092
H (-2.01, 3.63, -0.83)  0.101
H (1.43, -8.48, -2.20)  0.067
H (2.02, -8.69, -0.76)  0.067
H (-0.36, -1.09, 0.34)  0.111
H (4.96, -2.48, 2.40)  0.066
H (0.32, 3.07, 6.56)  0.076
H (-4.07, 0.62, -2.97)  0.074
H (-5.78, 5.29, -3.92)  0.074
H (-0.95, 4.33, -3.19)  0.129
H (0.41, 3.05, 4.86)  0.065
H (-7.19, 4.60, -3.15)  0.075
H (0.77, 0.82, 0.82)  0.059
H (-0.75, 1.34, 0.39)  0.013
H (-4.20, 1.88, -1.92)  0.052
H (2.20, -7.02, -1.45)  0.060
H (6.14, 1.22, 1.01)  0.069
H (3.55, -9.65, -4.79)  0.077
H (-5.41, 4.82, -0.48)  0.070
H (-0.13, -1.54, 3.21)  0.066
H (-1.50, -1.69, -1.67)  0.082
H (5.51, -8.90, -1.67)  0.063
H (5.03, -7.57, -3.73)  0.108
H (3.39, -9.43, -2.74)  0.115
H (-3.97, -0.07, 2.86)  0.096
H (-1.91, 2.66, 2.54)  0.084
H (1.63, -0.52, -1.97)  0.127
H (1.00, 5.73, -1.58)  0.065
H (-0.31, 6.46, -2.05)  0.059
H (7.05, -2.08, 5.88)  0.080
H (-3.82, 6.52, -2.13)  0.095
H (-5.28, 0.60, -1.59)  0.079
H (4.46, -8.59, -5.87)  0.081
H (0.96, 0.71, 6.62)  0.140
H (-2.25, -0.05, 2.80)  0.073
H (-2.17, -0.31, -0.92)  0.049
H (2.69, -3.20, -2.87)  0.084
H (1.90, 3.15, 5.62)  0.077
H (-3.22, 0.86, 0.80)  0.122
H (-0.93, 0.90, 5.48)  0.126
H (1.90, 0.34, 4.20)  0.023
H (1.22, 3.63, -1.22)  0.086
H (5.83, -0.97, 6.13)  0.079
H (-1.31, 0.01, -2.36)  0.074
H (2.38, -4.18, -1.60)  0.067
H (1.07, 3.14, -2.98)  0.086
H (-0.98, 4.83, -0.09)  0.134
H (5.54, 0.61, 4.19)  0.117
H (-2.42, 3.12, 1.10)  0.045
H (-4.63, 3.27, -4.01)  0.100
H (6.65, -1.30, 2.03)  0.133
H (3.77, -6.31, -3.25)  0.119
H (-5.59, 0.24, -4.78)  0.063
H (5.54, -0.24, 0.22)  0.068
H (-7.36, 5.30, -4.68)  0.085
H (2.80, 0.21, 5.56)  0.075
H (4.17, -1.52, 1.55)  0.037
H (-2.92, 1.20, 3.75)  0.084
H (1.51, -1.36, 3.69)  0.065
H (-2.68, 5.58, -3.06)  0.085
H (-0.08, 0.88, 3.83)  0.122
H (6.88, 0.94, 3.18)  0.111
H (-5.20, 1.66, 1.45)  0.124



Entry 6:
C20H21N8O4Zn | ωB97M-V/def2-TZVPD

Results
* HOMO: -0.1549 Ha
* Kohn-Sham gap: 7.1 eV
* charge: -1
* maximum force: 0.8 eV Å⁻¹

Last column: Löwdin charge in e.
Geometry (Å):
Zn (-0.63, 0.26, -0.57)  0.701
O (0.05, 2.83, 0.19)  0.005
O (-1.29, -1.51, 0.20)  -0.092
O (-2.28, -0.66, -3.15)  -0.049
O (2.43, -0.23, -0.86)  -0.167
N (-1.97, 4.70, 0.02)  0.087
N (-3.71, 3.26, -0.56)  0.082
N (-2.41, 1.22, -0.95)  0.104
N (1.29, -0.45, -1.37)  -0.145
N (0.44, 0.20, 1.26)  -0.035
N (-4.22, 5.43, -0.09)  0.103
N (-1.04, -0.62, -2.55)  -0.060
N (0.42, -1.11, 1.72)  0.054
C (3.66, 3.83, 1.92)  -0.110
C (1.95, 2.17, 1.41)  -0.128
C (2.24, -2.37, -2.57)  -0.051
C (-0.52, -3.28, 1.59)  -0.143
C (-0.48, -1.85, 1.12)  -0.483
C (-2.98, 2.22, -0.74)  -0.319
C (2.94, 4.79, 1.23)  -0.101
C (1.23, 3.15, 0.73)  -0.264
C (-0.47, -2.58, -3.89)  -0.011
C (-0.57, -5.97, 2.34)  -0.116
C (3.17, 2.54, 2.00)  -0.043
C (1.74, 4.45, 0.63)  -0.020
C (-1.70, -4.01, 1.50)  -0.031
C (0.64, -3.90, 2.05)  -0.034
C (-0.18, -1.51, -2.89)  -0.292
C (-1.73, -5.35, 1.88)  -0.100
C (1.52, 0.79, 1.61)  -0.095
C (-3.22, 4.46, -0.18)  -0.586
C (0.61, -5.24, 2.42)  -0.099
C (1.13, -1.41, -2.25)  -0.303
H (-4.03, 6.21, 0.51)  0.077
H (0.37, -2.71, -4.57)  0.076
H (-0.53, 3.63, 0.14)  0.039
H (1.55, -3.32, 2.11)  0.105
H (4.60, 4.09, 2.41)  0.091
H (-1.79, 5.65, 0.32)  0.038
H (-0.59, -7.01, 2.62)  0.090
H (2.68, -2.18, -3.56)  0.074
H (3.01, -2.22, -1.82)  0.062
H (-1.36, -2.33, -4.46)  0.068
H (1.52, -5.72, 2.78)  0.093
H (-2.74, 0.00, -2.62)  0.049
H (1.89, -3.40, -2.54)  0.072
H (2.21, 0.18, 2.19)  0.119
H (3.30, 5.81, 1.16)  0.095
H (-0.64, -3.53, -3.38)  0.093
H (-2.59, -3.53, 1.12)  0.112
H (3.73, 1.78, 2.54)  0.109
H (-5.15, 5.06, -0.04)  0.077
H (1.16, 5.18, 0.08)  0.109
H (-2.65, -5.91, 1.82)  0.093



Entry 7:
C12H27GeNO5Ru | ωB97M-V/def2-TZVPD

Results
* HOMO (alpha / beta): -0.7290 / -0.7224 Ha
* Kohn-Sham gap (alpha / beta): 6.3 / 6.1 eV
* charge: +3
* maximum force: 1.8 eV Å⁻¹
* multiplicity: 6

Last column: Löwdin charge in e.
Geometry (Å):
Ru (0.06, 0.00, 0.85)  1.552
Ge (-0.01, 0.00, -2.08)  1.300
O (-0.35, 0.04, 6.09)  0.573
O (-0.05, 0.00, 3.88)  0.380
O (1.43, -0.30, -0.67)  -0.463
O (-0.94, -1.05, -0.66)  -0.469
O (-0.44, 1.36, -0.63)  -0.462
N (-0.20, 0.02, 5.00)  0.011
C (1.93, -2.02, 0.92)  -0.050
C (-2.60, -2.78, -0.33)  0.000
C (3.75, -0.90, -0.39)  0.001
C (-3.22, -0.66, -1.49)  -0.016
C (2.18, -2.46, -1.55)  -0.016
C (2.33, -1.44, -0.43)  -0.651
C (0.80, 2.66, 0.95)  -0.050
C (1.04, 3.11, -1.53)  -0.017
C (-2.37, -1.27, -0.39)  -0.652
C (0.09, 2.72, -0.41)  -0.653
C (-1.10, 3.66, -0.36)  0.001
C (-2.66, -0.63, 0.96)  -0.049
H (1.84, 2.38, -1.64)  0.087
H (-4.28, -0.78, -1.27)  0.119
H (4.01, -0.45, -1.35)  0.108
H (-2.35, -3.24, -1.29)  0.108
H (1.14, 3.64, 1.28)  0.128
H (-1.98, -3.24, 0.44)  0.093
H (0.08, 2.31, 1.72)  0.070
H (1.15, -2.81, -1.65)  0.088
H (-0.75, 4.68, -0.16)  0.116
H (2.82, -3.32, -1.36)  0.120
H (2.60, -2.81, 1.25)  0.129
H (2.50, -2.02, -2.50)  0.106
H (1.69, 2.02, 0.89)  0.082
H (3.85, -0.14, 0.39)  0.094
H (-1.63, 3.66, -1.31)  0.107
H (-2.55, 0.46, 0.90)  0.081
H (-3.64, -2.98, -0.11)  0.115
H (0.49, 3.18, -2.47)  0.106
H (-3.02, 0.41, -1.60)  0.089
H (4.44, -1.71, -0.19)  0.116
H (-1.81, 3.38, 0.43)  0.094
H (1.48, 4.08, -1.32)  0.119
H (-3.02, -1.15, -2.45)  0.106
H (2.00, -1.23, 1.70)  0.072
H (-1.96, -1.06, 1.72)  0.065
H (-3.66, -0.84, 1.33)  0.127
H (0.92, -2.46, 0.88)  0.082